(1)
Here is C15H24N2OS4SeZn as an isolated structure from the Open Molecules 2025 dataset. Energies are from wB97M-V/def2-TZVPD.

Computed properties:
HOMO (eV): -7.15
HOMO-LUMO gap (eV): 6.8

ORCA input file:
```
! RIJCOSX wB97M-V def2-TZVPD def2/J DEFGRID3
* xyz 0 1
Zn 0.41100 0.02490 0.37160
S 2.76480 0.06060 -0.12010
S 3.20290 -0.62380 1.75980
S 1.92790 0.36500 3.02680
S 0.10000 -0.47490 2.67000
C 2.64680 5.06130 -1.16750
C 2.04390 4.97400 -2.56180
C 2.38740 3.67430 -3.28730
C 1.72270 2.43000 -2.69290
N 0.27920 2.48250 -2.73840
C -0.55910 2.53850 -1.67990
Se -0.08630 2.68870 0.08640
N -1.83830 2.53490 -2.11890
C -3.01040 2.52870 -1.28180
C -3.87600 3.78310 -1.40090
C -3.24800 5.04500 -0.81070
C -2.12320 5.62470 -1.65840
C -1.82840 2.46040 -3.49010
C -2.85590 2.40520 -4.42030
C -2.49920 2.34660 -5.75450
C -1.16290 2.31720 -6.15020
C -0.13220 2.34340 -5.22800
C -0.47890 2.42900 -3.88720
H 2.42930 6.02950 -0.72520
H 3.72550 4.93590 -1.20690
H 2.23720 4.30100 -0.50920
H 2.42070 5.80470 -3.16260
H 0.95900 5.08510 -2.49940
H 3.46560 3.51260 -3.24380
H 2.10410 3.77360 -4.33690
H 2.02440 2.30760 -1.65080
H 2.04970 1.54230 -3.24470
H -2.66110 2.43180 -0.25080
H -3.60120 1.64460 -1.54360
H -4.80090 3.57020 -0.86140
H -4.13080 3.96420 -2.44650
H -2.86700 4.83140 0.18880
H -4.03610 5.79400 -0.71430
H -1.22140 5.02510 -1.57170
H -1.88000 6.62740 -1.31870
H -2.41190 5.67870 -2.70640
H -3.89160 2.39470 -4.12090
H -3.27280 2.31010 -6.50660
H -0.92990 2.26120 -7.20280
H 0.89590 2.28830 -5.54720
O -2.02280 -0.26430 -0.04720
H -2.35850 0.03510 0.80760
H -2.35350 -1.15990 -0.16480
*
```



(2)
Here is C15H24N4O5Zn as an isolated structure from the Open Molecules 2025 dataset. Energies are from wB97M-V/def2-TZVPD.

Computed properties:
HOMO (eV): -6.44
HOMO-LUMO gap (eV): 6.3

ORCA input file:
```
! RIJCOSX wB97M-V def2-TZVPD def2/J DEFGRID3
* xyz 0 1
O 0.30176 3.38023 0.29293
H 0.51398 4.24702 -0.08894
Zn -0.07361 0.16050 -0.41482
N -1.02177 -0.69416 -2.13936
N 1.32757 -1.44257 -1.38226
O -2.21076 -0.27678 -2.47681
O 2.67218 -1.82791 -1.19566
C -0.37819 -1.49701 -2.99467
C 0.90338 -1.95667 -2.53485
C -0.95428 -1.84012 -4.32391
C 1.78730 -2.90329 -3.26617
H -1.80024 -1.17664 -4.52407
H -1.31540 -2.87646 -4.34850
H -0.20651 -1.71993 -5.11729
H 2.25046 -3.62380 -2.58452
H 2.59190 -2.36631 -3.78757
H 1.20541 -3.44559 -4.01881
H -1.89334 1.09886 -1.93125
H 2.99387 -1.22644 -0.49946
O -1.21445 -1.83882 0.44902
H -1.91453 -2.08628 -0.18943
H -0.63210 -2.61669 0.46397
C 1.57116 1.51878 -0.73630
H 1.66149 2.33042 -0.02857
H 1.36981 1.92217 -1.74251
H 2.49625 0.91321 -0.75307
O -1.30343 1.79407 -1.43038
H -0.26226 2.91436 -0.36414
H -1.36527 2.59506 -1.99214
C -3.34980 2.07276 1.71937
C -2.75599 2.47314 2.92022
C -1.48304 2.00676 3.23451
C -0.81468 1.16428 2.32669
N -1.34754 0.92282 1.11445
C -2.61243 1.26797 0.84930
C 0.41005 0.41466 2.65050
C 0.94987 0.40901 3.95038
C 1.95591 -0.49494 4.26921
C 2.42313 -1.35653 3.27520
C 1.88989 -1.24563 1.98527
N 0.93282 -0.36870 1.68284
H -4.35018 2.37947 1.42556
H -3.27610 3.13621 3.61075
H -0.96827 2.27255 4.15469
H -3.03224 0.92312 -0.09468
H 0.54713 1.09967 4.68119
H 2.36677 -0.53153 5.27445
H 3.18656 -2.10611 3.45042
H 2.22778 -1.89821 1.17920
*
```



(3)
Here is C15H24N6NdO6 as an isolated structure from the Open Molecules 2025 dataset. Energies are from wB97M-V/def2-TZVPD.

Computed properties:
HOMO (alpha / beta) (eV): -9.95 / -9.98
HOMO-LUMO gap (alpha / beta) (eV): 4.3 / 4.2
⟨S²⟩: 3.757

ORCA input file:
```
! RIJCOSX wB97M-V def2-TZVPD def2/J DEFGRID3
* xyz 1 4
O -4.39574 -2.91277 2.17652
H -5.18539 -3.39316 1.89524
Nd -0.52050 0.01366 0.24482
N 1.53509 -0.97523 1.04197
N -0.78357 -0.65977 2.42397
N -0.07091 -0.29912 -1.99337
N -2.49887 -0.21363 -0.75845
O 2.60276 -0.81942 0.31216
O 1.26708 -0.22012 -2.52348
O -3.73073 -0.12953 -0.01495
O -1.89963 -0.15194 2.88574
C 0.38678 -0.53262 3.10759
C 1.61799 -0.67991 2.37440
C -1.05454 0.38654 -2.61958
C -2.37082 0.42733 -1.94947
C 2.97612 -0.58148 2.93903
H 3.58006 0.24727 2.55204
H 3.53682 -1.48145 2.66862
H 2.93093 -0.50183 4.01707
C 0.22756 -0.41639 4.56255
H -0.47903 -1.19308 4.88148
H -0.28093 0.51731 4.82694
H 1.16039 -0.52183 5.10252
C -0.86475 0.94263 -3.97898
C -3.56011 0.98315 -2.62552
H 0.06214 0.55564 -4.39410
H -0.80122 2.03413 -4.03967
H -1.68756 0.64654 -4.63404
H -4.29655 1.24279 -1.87141
H -4.02223 0.21892 -3.25694
H -3.37727 1.85548 -3.25420
H 1.90560 -0.19880 -1.76524
H -3.54895 -0.36548 0.92969
C -3.27462 -3.40540 1.42376
H -2.40408 -3.05118 1.99067
H -3.23221 -2.88989 0.44838
H -3.24732 -4.51333 1.28597
O 0.06279 -2.47556 -0.56718
H 0.26187 -2.22904 -1.50346
H 0.99864 -2.51067 -0.25442
N 5.71243 2.70226 -2.70111
C 4.69522 2.50521 -2.13819
C 3.43158 2.30056 -1.43894
C 2.20449 2.57543 -2.07343
C 1.03442 2.49885 -1.32432
N 1.02868 1.99314 -0.07240
C 2.20540 1.89526 0.57909
C 3.42712 1.88302 -0.09802
H 2.15603 2.78125 -3.15346
H 0.07129 2.81965 -1.73896
H 2.17316 1.79834 1.67213
H 4.33508 1.49829 0.40095
*
```



(4)
Here is C15H24NO2 as an isolated structure from the Open Molecules 2025 dataset. Energies are from wB97M-V/def2-TZVPD.

Computed properties:
HOMO (eV): -9.67
HOMO-LUMO gap (eV): 6.9

ORCA input file:
```
! RIJCOSX wB97M-V def2-TZVPD def2/J DEFGRID3
* xyz 1 1
C -0.23194 -2.49888 -0.33551
C -1.42240 -2.28153 -0.56200
C -2.35245 -2.02780 0.57729
N -2.91014 -0.74162 0.76221
H -3.52590 -0.85150 1.47348
C -3.74926 -0.20616 -0.31810
C -2.83891 0.54727 -1.10420
H -1.81711 0.17047 -1.47463
H -3.23348 0.74245 -2.36630
C -2.46248 2.07056 -0.82515
H -1.85657 2.75671 -1.50294
C -2.07356 2.35641 0.51857
H -2.77886 2.07633 1.21969
H -1.42061 3.29836 0.76966
O -1.15312 1.17294 0.92690
C 0.13210 1.10828 0.80216
C 0.99101 -0.01355 1.34037
C 2.25661 -0.06601 1.06523
C 3.01178 0.93818 -0.00555
C 2.10850 1.88046 -0.42169
C 0.75461 1.98604 -0.33018
H 0.13403 2.88030 -0.56167
H 2.61384 2.60628 -1.18701
O 4.13789 0.84380 -0.14111
C 5.06901 -0.03433 -0.04953
C 4.96625 -1.52772 -0.50976
H 3.89706 -2.13461 -0.32499
H 5.05941 -1.27319 -1.60336
H 5.53737 -2.29360 -0.01355
H 4.99334 -0.33726 1.35015
H 6.08244 0.29241 -0.06813
H 2.81574 -0.81299 1.36136
H 0.52050 -0.44561 2.04753
H -3.44857 2.56281 -0.90288
H -4.20065 -0.99336 -0.92508
H -4.44025 0.74120 0.04025
H -2.08999 -0.07254 0.78776
H -3.39573 -2.72704 0.72320
H -2.02761 -2.38295 1.53996
H -2.13946 -2.09693 -1.44510
H 0.44098 -2.70233 -1.11210
H 0.04661 -2.50973 0.78473
*
```



no.,F_max (eV Å⁻¹)
1,1.23
2,3.43
3,5.28
4,19.64